A 2-piece molecular cluster, C2H2F2OS overall in a non-equilibrium geometry. Source: the Open Molecules 2025 dataset; level of theory: ωB97M-V/def2-TZVPD.

Geometry (Å):
C1 1.4934 -3.1599 2.4106
C2 1.6110 -2.5442 3.5878
O1 1.2750 -3.9031 1.5549
F1 0.4919 -1.9361 4.0370
F2 2.7579 -1.9037 3.9152
S1 0.4602 0.3507 -0.5681
H1 0.6499 1.0474 -1.7407
H2 0.0972 -0.7796 -1.1878

Forces on the atoms, in the same order (eV/Å):
C 1.65 0.06 1.59
C -0.34 1.70 -0.61
O -0.98 -1.90 -2.78
F 1.07 0.33 1.20
F -1.40 -0.18 0.59
S 0.13 0.49 -0.65
H -0.15 -0.57 0.76
H 0.02 0.06 -0.09

The net charge is 0. The expectation value of S² is 2.01. The calculation puts the largest force on an atom at 3.50 eV Å⁻¹. As for the relative energy (zero: lowest compared OMol25 entry of this formula, charge and spin): 1.3 kcal/mol. As for the highest occupied orbital energy (spin up / spin down): -7.43 / -9.87 eV. For the orbital gap (spin up / spin down), the calculation gives 7.826 / 7.757 eV. Its spin multiplicity is 3. The LUMO energy (spin up / spin down) is 0.0145 / -0.0775 hartree.

Here are the natural (NBO) charges for atoms 1 to 6, given in e: C 0.32; C 0.65; O -0.39; F -0.29; F -0.29; S -0.30

C7H11N2 as an isolated structure in a non-equilibrium geometry. Source: the Open Molecules 2025 dataset; level of theory: ωB97M-V/def2-TZVPD.

Geometry (Å):
C1 1.6414 -1.0041 0.5350
C2 1.9696 0.2784 -0.2834
C3 0.3636 -1.2698 -0.3291
C4 -0.9658 -1.3058 0.3900
C5 0.5822 0.1413 -0.7400
C6 -1.5128 0.0795 0.5055
C7 -0.5821 2.3745 0.1406
N1 -0.6896 0.9817 -0.1269
N2 -2.1401 -0.9271 -0.4231
H1 2.3881 -1.7901 0.4741
H2 1.3848 -0.7770 1.5652
H3 2.1995 1.2014 0.2462
H4 2.7234 0.1004 -1.0479
H5 0.5133 -2.0483 -1.0751
H6 -1.1428 -2.0903 1.1166
H7 0.0665 2.8510 -0.5929
H8 -1.5706 2.8322 0.0953
H9 -0.1804 2.5384 1.1467
H10 -2.0075 -0.8431 -1.4310
H11 -3.0408 -1.3232 -0.1656

Forces on the atoms, in the same order (eV/Å):
C -0.06 -0.20 0.29
C 0.74 0.52 -0.14
C -0.46 -0.20 -0.28
C 0.41 0.37 0.24
C -4.85 3.01 2.37
C 0.04 -0.50 1.00
C -0.15 0.99 0.16
N 5.06 -3.80 -2.68
N -0.86 -0.35 -0.82
H 0.01 0.01 0.00
H 0.02 0.01 0.05
H 0.02 -0.03 -0.04
H 0.01 -0.06 -0.03
H 0.14 0.05 -0.07
H -0.12 0.10 0.03
H -0.05 -0.07 0.01
H 0.05 0.00 -0.02
H -0.03 0.00 -0.11
H 0.01 0.08 0.11
H 0.08 0.10 -0.06

The net charge is +1. The calculation puts the largest force on an atom at 6.87 eV Å⁻¹. As for the relative energy (zero: lowest compared OMol25 entry of this formula, charge and spin): 152.2 kcal/mol. As for the highest occupied orbital energy (spin up / spin down): -12.09 / -12.75 eV. For the orbital gap (spin up / spin down), the calculation gives 6.434 / 7.841 eV. The LUMO energy (spin up / spin down) is -0.2079 / -0.1803 hartree.

Here are the natural (NBO) charges for atoms 1 to 6, given in e: C -0.36; C -0.50; C -0.35; C -0.09; C 0.43; C 0.08

The molecule C2H4NP in a non-equilibrium geometry. Source: the Open Molecules 2025 dataset; level of theory: ωB97M-V/def2-TZVPD.

Geometry (Å):
C1 0.2297 -0.8583 0.0187
C2 -1.1967 -0.5641 -0.1743
N1 -0.5379 -1.7771 0.3921
P1 1.8427 -0.1883 -0.2730
H1 -1.7155 0.0033 0.5558
H2 -1.6713 -0.5677 -1.2739
H3 1.5293 0.5235 0.7724
H4 1.2589 0.8389 -1.0796

Forces on the atoms, in the same order (eV/Å):
C 5.00 0.94 -1.50
C -2.76 -0.94 -2.29
N -3.21 -1.92 0.59
P -0.86 -1.09 -2.10
H -0.81 0.44 0.47
H 1.43 0.14 2.37
H 0.71 2.50 2.71
H 0.50 -0.07 -0.24

The net charge is 0. The expectation value of S² is 2.01. The calculation puts the largest force on an atom at 5.31 eV Å⁻¹. As for the relative energy (zero: lowest compared OMol25 entry of this formula, charge and spin): 104.7 kcal/mol. As for the highest occupied orbital energy (spin up / spin down): -5.42 / -9.88 eV. For the orbital gap (spin up / spin down), the calculation gives 6.462 / 7.227 eV. Its spin multiplicity is 3. The LUMO energy (spin up / spin down) is 0.0384 / -0.0975 hartree.

Here are the natural (NBO) charges for atoms 1 to 6, given in e: C -0.30; C -0.13; N -0.30; P 0.40; H 0.18; H 0.20

An isolated ion of composition C8H8BrFNO3S and charge -1 in a non-equilibrium geometry. Source: the Open Molecules 2025 dataset; level of theory: ωB97M-V/def2-TZVPD.

Geometry (Å):
C1 -1.3933 0.9053 0.4204
C2 -0.0755 -0.0243 0.2090
C3 -0.3450 -1.1810 -0.7506
S1 0.6085 -0.7754 1.8206
C4 2.3398 -0.3621 1.1908
O1 2.4045 1.0012 1.6152
C5 1.7682 1.7305 0.7146
O2 1.6875 2.9678 0.8034
C6 1.1895 0.6139 -0.2772
N1 2.2511 -0.3575 -0.1920
C7 3.5995 0.1734 -0.5404
O3 3.7073 1.2503 -1.0781
C8 4.5265 -0.4452 0.2299
F1 4.5001 -1.7852 0.6398
Br1 6.2869 -0.0003 -0.3847
H1 -1.8067 1.2510 -0.5405
H2 -1.1097 1.8619 0.9697
H3 -2.2536 0.4218 0.8374
H4 -1.0203 -1.8762 -0.4229
H5 0.6074 -1.5782 -0.8479
H6 -0.5868 -0.7843 -1.7573
H7 3.0413 -0.9620 1.7637
H8 1.2349 1.2267 -1.1918

Forces on the atoms, in the same order (eV/Å):
C 2.44 1.21 -0.50
C -2.12 -0.17 0.86
C 0.45 2.86 -1.19
S -0.73 -0.36 -0.73
C -2.42 -0.59 3.61
O 1.56 0.76 0.84
C -0.98 2.25 0.51
O -0.28 -3.35 -0.66
C 1.17 4.29 -1.00
N 0.53 -0.47 -0.80
C -1.61 -0.53 0.66
O -0.28 1.35 -1.64
C 3.31 -1.22 -0.20
F -0.24 0.47 -0.50
Br 0.45 -0.19 0.33
H 0.64 -0.15 -0.15
H -0.46 -1.37 -0.36
H 0.01 -0.64 0.87
H -1.83 -1.63 0.86
H 1.51 -1.54 -0.38
H -0.30 -0.12 0.44
H -0.19 0.18 -0.52
H -0.63 -1.02 -0.35

The net charge is -1. The calculation puts the largest force on an atom at 4.56 eV Å⁻¹. As for the relative energy (zero: lowest compared OMol25 entry of this formula, charge and spin): 15.4 kcal/mol. Its SMILES is CC1(C)S[C@@H]2OC(=O)[C@H]1N2/C([O-])=C(\F)Br. As for the highest occupied orbital energy: -3.77 eV. For the orbital gap, the calculation gives 6.694 eV. The LUMO energy is 0.1074 hartree.

Here are the natural (NBO) charges for atoms 1 to 6, given in e: C -0.62; C -0.07; C -0.63; S 0.07; C 0.15; O -0.51

C10H30IO9 as an isolated structure in a non-equilibrium geometry. Source: the Open Molecules 2025 dataset; level of theory: ωB97M-V/def2-TZVPD.

Geometry (Å):
I1 -19.5929 -6.2651 21.9405
C1 -21.5544 -5.7131 17.9335
C2 -21.4432 -6.7328 19.0024
O1 -20.1180 -6.9938 19.2526
H1 -21.2891 -4.7864 18.4423
H2 -22.5418 -5.6961 17.4721
H3 -20.8421 -5.8838 17.1263
H4 -21.9818 -7.6314 18.7016
H5 -21.9060 -6.3360 19.9060
H6 -19.9145 -6.7755 20.1651
C3 -17.8558 -5.7642 24.7381
C4 -16.7216 -5.9352 25.6622
O2 -17.1228 -6.9454 26.5276
O3 -17.9600 -6.8493 23.8715
H7 -17.6299 -4.9685 24.0282
H8 -18.7735 -5.7195 25.3244
H9 -16.5704 -4.9879 26.1800
H10 -15.8851 -6.2914 25.0610
H11 -16.6390 -6.6577 27.3053
H12 -18.3665 -6.5350 23.0606
C5 -16.8887 -4.3826 20.1556
C6 -17.3828 -5.4235 19.1282
O4 -17.9092 -6.6194 19.7382
O5 -18.0882 -3.9130 20.7210
H13 -16.4070 -3.4940 19.7475
H14 -16.1880 -4.8807 20.8257
H15 -16.5475 -5.7977 18.5363
H16 -18.1249 -4.9426 18.4910
H17 -18.7987 -6.4522 20.0582
H18 -18.3043 -4.4952 21.4531
C7 -22.3986 -4.7344 21.5367
C8 -23.6518 -5.6004 21.7488
O6 -24.3774 -5.2008 22.9166
O7 -21.6434 -4.8294 22.7450
H19 -22.8823 -3.7684 21.3922
H20 -21.7901 -4.9303 20.6539
H21 -23.4647 -6.6740 21.7707
H22 -24.3307 -5.4887 20.9035
H23 -23.7856 -5.0414 23.6554
H24 -20.7986 -5.2199 22.5097
C9 -20.6839 -9.5938 24.0319
C10 -19.5012 -9.5044 22.9846
O8 -18.6913 -8.2906 23.3534
O9 -20.1319 -9.8886 25.2721
H25 -21.3697 -10.3881 23.7373
H26 -21.3170 -8.7091 24.0995
H27 -19.8570 -9.4151 21.9582
H28 -18.8694 -10.3755 22.8112
H29 -19.0940 -7.5797 22.8494
H30 -20.7124 -10.3837 25.8548

Forces on the atoms, in the same order (eV/Å):
I -2.57 2.36 -4.13
C 0.04 0.77 -0.51
C -0.98 -0.68 0.12
O -0.87 -1.37 -2.85
H -0.17 0.53 -0.59
H -0.17 0.33 0.22
H 0.14 -0.12 0.11
H -0.02 -0.41 0.12
H -0.28 -0.63 -0.22
H -1.99 -0.84 -0.10
C -0.02 0.51 -1.90
C -0.44 0.05 -1.39
O 0.64 -0.28 1.91
O 6.55 5.94 5.92
H -0.42 1.42 0.67
H -0.25 0.80 0.08
H 0.46 0.09 0.11
H 0.52 0.42 0.08
H -0.25 -0.94 0.68
H 3.06 1.06 1.74
C -0.99 -0.76 -1.03
C 0.85 -0.93 0.25
O 3.05 1.20 -0.89
O 0.45 1.18 0.78
H 0.24 -0.23 -0.50
H -0.14 0.07 0.47
H 0.09 0.16 -0.34
H -0.10 -0.03 -0.14
H 2.42 0.77 -1.05
H -0.20 0.08 0.19
C -1.18 -0.07 1.59
C 0.03 -0.35 -0.32
O -0.30 0.04 -0.62
O -3.72 2.64 0.28
H 0.62 0.70 0.25
H -0.17 0.03 0.32
H 0.48 -0.17 0.32
H -0.20 0.33 -0.05
H 0.59 -0.13 -0.20
H -1.12 1.45 0.93
C 0.61 -1.08 -1.64
C -0.51 2.07 0.23
O -3.53 -12.55 -1.35
O 0.94 -0.20 1.38
H -0.13 -0.38 -0.26
H 0.42 0.55 -0.39
H -0.84 0.52 -0.21
H 0.13 -0.25 1.25
H -0.53 -3.82 1.00
H -0.24 0.13 -0.33

The net charge is -1. The calculation puts the largest force on an atom at 13.10 eV Å⁻¹. As for the relative energy (zero: lowest compared OMol25 entry of this formula, charge and spin): 269.1 kcal/mol. As for the highest occupied orbital energy: -4.47 eV. For the orbital gap, the calculation gives 7.495 eV. The LUMO energy is 0.1113 hartree.

Here are the natural (NBO) charges for atoms 1 to 6, given in e: I -0.16; C -0.63; C -0.07; O -0.75; H 0.20; H 0.19

C38H39CoN3O3PS3 as an isolated structure. Source: the Open Molecules 2025 dataset; level of theory: ωB97M-V/def2-TZVPD.

Geometry (Å):
Co1 -0.2055 0.0608 -0.3637
C1 1.7328 -4.0835 2.3689
N1 1.5603 -2.7190 2.8452
C2 1.9176 -2.2777 4.1021
C3 1.6322 -0.9712 4.1583
N2 1.0913 -0.6005 2.9236
C4 1.0732 -1.6980 2.1056
S1 0.5654 -1.9396 0.5041
C5 0.7635 0.7726 2.6574
C6 0.5619 1.6118 3.7461
C7 0.4415 2.9684 3.5127
C8 0.5506 3.4424 2.2162
C9 0.6848 2.5199 1.1980
N3 0.7423 1.1955 1.4034
H1 1.7027 -4.7515 3.2256
H2 2.6868 -4.1865 1.8532
H3 0.9268 -4.3285 1.6835
H4 2.3443 -2.9336 4.8389
H5 1.7983 -0.2695 4.9501
H6 0.4679 1.2215 4.7462
H7 0.2736 3.6433 4.3413
H8 0.5125 4.4970 1.9861
H9 0.7733 2.8359 0.1683
O1 0.3852 1.4896 -1.7145
C10 -0.7546 1.6696 -1.2789
C11 -1.9092 2.4234 -1.1786
C12 -2.1390 3.6613 -1.8471
C13 -3.3513 4.2861 -1.6844
C14 -4.3656 3.7364 -0.8831
C15 -4.1419 2.5317 -0.2205
C16 -2.9308 1.8826 -0.3428
P1 -2.3978 0.3182 0.3884
C17 -3.7276 -0.8719 0.0631
C18 -3.5982 -1.7742 -0.9895
C19 -4.6455 -2.6302 -1.3007
C20 -5.8197 -2.5909 -0.5640
C21 -5.9457 -1.7031 0.4966
C22 -4.9022 -0.8492 0.8146
C23 -2.4818 0.5085 2.1977
C24 -2.7854 1.7088 2.8284
C25 -2.8418 1.7726 4.2162
C26 -2.5883 0.6434 4.9789
C27 -2.2761 -0.5594 4.3531
C28 -2.2246 -0.6262 2.9711
H10 -1.3691 4.0869 -2.4764
H11 -3.5310 5.2247 -2.1930
H12 -5.3145 4.2436 -0.7851
H13 -4.9293 2.0993 0.3866
H14 -2.6709 -1.8112 -1.5451
H15 -4.5405 -3.3342 -2.1159
H16 -6.6354 -3.2585 -0.8083
H17 -6.8562 -1.6805 1.0807
H18 -5.0015 -0.1736 1.6560
H19 -2.9806 2.5959 2.2393
H20 -3.0936 2.7078 4.6996
H21 -2.6470 0.6931 6.0585
H22 -2.0897 -1.4471 4.9445
H23 -2.0006 -1.5695 2.4827
C29 5.2943 -2.7188 -4.9207
C30 4.8624 -1.8103 -3.8030
C31 4.9094 -0.4265 -3.9429
C32 4.5310 0.4151 -2.9052
C33 4.1029 -0.1378 -1.7108
C34 4.0197 -1.5145 -1.5536
C35 4.4077 -2.3411 -2.5950
S2 3.5953 0.9643 -0.3960
C36 5.1498 0.9482 0.5042
O2 3.4771 2.3278 -0.9836
H24 5.4205 -2.1689 -5.8518
H25 4.5656 -3.5129 -5.0883
H26 6.2467 -3.1966 -4.6846
H27 5.2497 0.0015 -4.8784
H28 4.5497 1.4928 -3.0107
H29 3.6380 -1.9380 -0.6313
H30 4.3483 -3.4168 -2.4760
H31 5.9550 1.2207 -0.1758
H32 5.3148 -0.0439 0.9241
H33 5.0575 1.6855 1.3003
C37 1.2943 -0.6878 -3.8830
S3 -0.3879 -1.2241 -3.6376
C38 -1.2037 0.2017 -4.3379
O3 -0.6311 -1.1732 -2.1467
H34 1.4418 0.2290 -3.3130
H35 1.4559 -0.5152 -4.9466
H36 1.9576 -1.4740 -3.5286
H37 -1.0910 0.1630 -5.4211
H38 -0.7696 1.1117 -3.9296
H39 -2.2579 0.1251 -4.0763

Forces on the atoms, in the same order (eV/Å):
Co -0.08 -0.20 0.05
C -0.01 0.03 0.02
N 0.02 -0.07 0.00
C -0.06 0.03 0.00
C -0.01 -0.03 -0.01
N 0.05 0.13 -0.02
C -0.05 0.03 -0.01
S -0.02 -0.01 0.02
C 0.01 -0.17 0.05
C -0.01 0.04 -0.03
C 0.00 -0.01 -0.01
C 0.00 -0.03 0.01
C -0.02 0.00 -0.02
N 0.06 0.01 -0.09
H 0.02 0.00 0.00
H -0.02 -0.01 -0.03
H -0.01 -0.01 0.00
H 0.01 0.00 0.00
H 0.02 0.01 0.00
H 0.00 0.01 0.01
H 0.00 0.01 0.00
H 0.00 0.01 0.01
H 0.00 0.01 0.01
O -0.02 0.32 0.04
C -0.13 -0.16 0.10
C 0.15 0.02 -0.06
C -0.04 0.00 -0.03
C 0.00 -0.01 0.01
C 0.05 0.00 -0.01
C -0.07 -0.02 0.00
C -0.03 -0.04 0.05
P 0.02 0.32 -0.06
C 0.08 -0.09 -0.02
C 0.02 0.00 0.04
C -0.01 -0.01 0.01
C 0.01 0.00 -0.01
C 0.00 0.00 0.01
C -0.02 0.01 0.01
C 0.01 -0.05 0.00
C 0.04 0.04 -0.02
C 0.00 -0.01 0.01
C -0.01 -0.01 -0.01
C 0.00 0.02 0.01
C 0.01 -0.02 0.01
H 0.01 0.01 0.00
H 0.00 0.00 0.00
H -0.01 0.00 0.00
H 0.01 0.00 0.01
H 0.01 0.00 -0.03
H 0.00 0.00 0.00
H 0.00 0.00 0.00
H 0.00 0.00 0.00
H 0.00 0.01 -0.01
H -0.02 0.00 -0.01
H 0.00 0.01 0.00
H 0.00 0.00 0.00
H 0.00 0.00 0.00
H 0.00 0.00 -0.01
C -0.01 -0.01 -0.01
C 0.01 -0.02 0.01
C 0.00 0.02 0.00
C 0.00 -0.05 -0.01
C 0.01 0.05 -0.11
C -0.01 0.02 0.06
C 0.02 -0.02 -0.01
S -0.13 0.07 -0.02
C 0.09 0.00 0.01
O -0.01 -0.10 0.10
H 0.00 0.00 0.00
H 0.00 0.00 0.00
H 0.00 0.00 0.01
H 0.00 0.00 0.00
H 0.00 0.01 0.00
H -0.01 0.00 0.01
H 0.00 0.00 0.00
H 0.01 0.02 0.01
H 0.01 -0.01 -0.02
H 0.00 -0.01 0.01
C 0.06 0.12 -0.02
S 0.02 -0.10 0.09
C -0.04 0.08 0.00
O -0.01 -0.15 -0.01
H 0.04 -0.03 -0.05
H 0.01 -0.03 -0.02
H 0.00 -0.01 0.01
H 0.01 0.00 0.00
H -0.02 0.02 -0.01
H 0.00 0.01 -0.01

The net charge is +1. The expectation value of S² is 3.83. The calculation puts the largest force on an atom at 0.32 eV Å⁻¹. As for the relative energy (zero: lowest compared OMol25 entry of this formula, charge and spin): 2.6 kcal/mol. As for the highest occupied orbital energy (spin up / spin down): -8.16 / -10.67 eV. For the orbital gap (spin up / spin down), the calculation gives 5.970 / 8.432 eV. Its spin multiplicity is 4. The LUMO energy (spin up / spin down) is -0.0803 / -0.0822 hartree.

Here are the Mulliken charges for atoms 1 to 6, given in e: Co 0.79; C -0.86; N 0.26; C -1.20; C -0.38; N 1.03